[1]
{
  "formula": "C31H24Br57F5O5S",
  "method": "ωB97M-V/def2-TZVPD",
  "symbols": ["O", "C", "O", "C", "O", "C", "S", "O", "O", "C", "F", "F", "C", "F", "F", "F", "C", "C", "C", "C", "C", "C", "C", "H", "H", "H", "H", "H", "C", "Br", "Br", "Br", "H", "C", "Br", "Br", "Br", "H", "C", "Br", "Br", "Br", "H", "C", "Br", "Br", "Br", "H", "C", "Br", "Br", "Br", "H", "C", "Br", "Br", "Br", "H", "C", "Br", "Br", "Br", "H", "C", "Br", "Br", "Br", "H", "C", "Br", "Br", "Br", "H", "C", "Br", "Br", "Br", "H", "C", "Br", "Br", "Br", "H", "C", "Br", "Br", "Br", "H", "C", "Br", "Br", "Br", "H", "C", "Br", "Br", "Br", "H", "C", "Br", "Br", "Br", "H", "C", "Br", "Br", "Br", "H", "C", "Br", "Br", "Br", "H", "C", "Br", "Br", "Br", "H", "C", "Br", "Br", "Br", "H"],
  "xyz": [[-0.99091, -0.03709, 3.13799], [-2.15619, 0.35586, 3.38962], [-3.28840, -0.50805, 3.71836], [-4.41290, 0.40251, 3.83049], [-5.58781, 0.00355, 4.02532], [-4.02598, 1.94530, 3.71990], [-5.10991, 3.45857, 3.94306], [-4.55083, 4.19287, 5.12468], [-6.52757, 3.02092, 4.28337], [-5.24418, 4.46806, 2.37771], [-4.26936, 4.10603, 1.37672], [-6.51661, 4.16758, 1.76737], [-5.17675, 6.06328, 2.58055], [-5.97275, 6.63197, 1.52140], [-3.85798, 6.58294, 2.35391], [-5.75096, 6.53390, 3.78362], [-2.60271, 1.91256, 3.43655], [-1.69766, 3.21654, 3.23581], [-1.33368, 4.26839, 4.34537], [-0.44626, 5.50983, 3.92054], [0.09342, 5.71961, 2.45957], [-0.24312, 4.65392, 1.36752], [-1.12367, 3.43596, 1.78378], [-1.70728, 4.12744, 5.41453], [-0.13862, 6.30501, 4.68495], [0.75325, 6.62424, 2.14228], [0.10145, 4.71043, 0.26068], [-1.37075, 2.63602, 0.98678], [-0.83383, 6.82236, -2.57727], [-0.41116, 5.54985, -3.97816], [-2.73559, 7.19116, -2.48454], [-0.12497, 6.26335, -0.85603], [-0.34004, 7.75802, -2.83814], [3.39688, 3.20562, -3.95914], [2.57528, 4.16393, -2.48588], [2.86483, 1.34051, -3.99488], [3.06975, 4.08101, -5.65947], [4.47333, 3.22593, -3.79213], [5.21827, -1.60593, -4.98899], [5.69373, -1.64807, -3.10894], [5.87277, -0.00213, -5.86247], [5.78749, -3.21443, -5.91361], [4.13027, -1.57664, -5.04191], [8.52398, -1.36405, -8.60557], [9.60833, -2.95745, -8.37911], [9.35679, 0.19520, -7.80506], [8.06403, -1.06337, -10.46735], [7.58992, -1.53597, -8.07035], [2.48524, 0.57726, 1.80189], [3.06571, 0.55681, 3.65267], [1.73638, -1.12973, 1.26207], [1.26445, 2.04462, 1.44518], [3.37226, 0.74418, 1.19141], [-1.93332, -3.99052, 5.10270], [-3.12611, -5.44938, 4.63979], [-0.07689, -4.44355, 4.75226], [-2.45116, -2.32763, 4.23577], [-2.02585, -3.83240, 6.17687], [-3.63743, 7.60994, 6.51165], [-2.81831, 9.36432, 6.38530], [-2.69056, 6.28540, 5.44991], [-3.84172, 7.04206, 8.35569], [-4.63965, 7.69701, 6.09256], [1.15540, -2.48098, -3.96480], [-0.72204, -2.94492, -4.11741], [1.64497, -2.03606, -2.14135], [2.30262, -3.86087, -4.70130], [1.31144, -1.58399, -4.56424], [6.67651, -7.33134, -6.44358], [7.15458, -7.37543, -4.56415], [7.32717, -5.72385, -7.31478], [7.24803, -8.93575, -7.37218], [5.58862, -7.30369, -6.49512], [-3.91814, -5.80933, 0.32189], [-3.24232, -4.39345, 1.46194], [-3.12172, -7.52401, 0.75927], [-5.85762, -5.88711, 0.34015], [-3.61859, -5.56945, -0.69760], [-8.12803, -1.27357, 6.33930], [-7.45472, 0.14715, 7.47586], [-7.33813, -2.98869, 6.78492], [-10.06673, -1.34738, 6.34964], [-7.82320, -1.03749, 5.32010], [8.60432, 3.19162, -10.97080], [8.28052, 2.48881, -12.74999], [7.27371, 2.57561, -9.69912], [10.41102, 2.81933, -10.36676], [8.50656, 4.27463, -11.03340], [1.89651, 9.15018, 4.44310], [1.50688, 8.40411, 2.69201], [0.59416, 8.60574, 5.77110], [3.70878, 8.74724, 5.00354], [1.82319, 10.23329, 4.35220], [4.81479, 4.90348, 4.60425], [2.88671, 5.09519, 4.69315], [5.55172, 4.24475, 6.27368], [5.36144, 3.81446, 3.09443], [5.22706, 5.89945, 4.44468], [3.35330, -2.11977, -8.68667], [2.32959, -3.76593, -8.75594], [3.43091, -1.24411, -10.41558], [2.70394, -0.92383, -7.30276], [4.37475, -2.39047, -8.41981], [-7.83603, 1.48445, 0.36239], [-9.77389, 1.58228, 0.37987], [-7.13252, 0.80508, 2.03825], [-7.17839, 0.47381, -1.15839], [-7.46681, 2.50321, 0.25129], [-0.03713, -9.67505, 3.22553], [-0.50557, -7.86726, 3.74735], [-1.60425, -10.71820, 2.75415], [1.29438, -9.69492, 1.81332], [0.41367, -10.15188, 4.09508], [-6.56347, -9.75854, 1.12511], [-8.42247, -10.28439, 0.94654], [-6.10653, -9.33726, 2.96221], [-5.36306, -11.08282, 0.36992], [-6.43362, -8.84392, 0.54688], [3.46405, -11.58729, -0.79289], [5.33449, -11.24061, -0.41171], [2.96470, -10.97720, -2.56556], [3.00575, -13.45182, -0.51666], [2.88036, -11.00667, -0.07972]],
  "forces_ev_per_a": [[-6.0, 1.7, 1.2], [4.3, 0.6, -0.9], [-1.2, 7.8, -2.0], [-5.3, -0.1, 1.0], [5.9, 1.0, -0.5], [4.9, -2.1, -1.5], [-3.8, -1.8, 6.8], [-0.3, -1.5, -4.1], [4.3, 1.1, -2.3], [-0.5, -0.2, -4.2], [-2.2, 0.8, 2.8], [3.3, 0.7, 1.9], [-0.4, 3.2, -1.4], [2.1, -1.5, 2.8], [-3.7, -1.8, 1.2], [1.9, -1.5, -3.1], [-3.0, 1.4, 0.9], [2.1, 2.0, -1.4], [1.5, -0.4, -4.1], [0.0, -2.2, -2.8], [-2.2, -3.8, 0.1], [-1.7, -1.2, 4.5], [0.1, 1.9, 1.8], [0.9, 0.0, -1.8], [-0.6, -1.6, -1.2], [-1.9, -2.8, 0.9], [-0.4, -1.1, 3.2], [0.3, 1.6, 1.5], [0.2, 0.4, -0.4], [-0.3, 0.3, 0.3], [0.4, -0.1, 0.1], [-0.6, 1.5, -2.0], [-0.2, -0.3, 0.0], [0.2, 0.1, 0.0], [0.3, -0.3, -0.2], [-0.1, 0.3, 0.1], [0.0, -0.2, 0.3], [-0.3, 0.0, -0.1], [-0.1, 0.1, 0.2], [0.0, 0.0, -0.4], [0.2, -0.3, 0.1], [0.0, 0.5, 0.2], [0.3, 0.0, 0.0], [-0.1, 0.0, 0.1], [-0.2, 0.3, -0.1], [-0.1, -0.5, -0.1], [0.1, -0.1, 0.4], [0.3, 0.1, -0.1], [0.3, 0.0, -0.2], [-0.2, 0.0, -0.4], [0.1, 0.3, 0.2], [0.9, -0.7, 0.3], [-0.2, -0.1, 0.2], [0.2, -0.1, -0.1], [0.2, 0.1, 0.6], [-0.2, 0.0, 0.0], [1.2, -5.2, 2.0], [0.0, -0.1, -0.3], [-0.3, -0.1, 0.0], [-0.2, -0.3, 0.1], [-0.7, 2.0, 1.1], [0.1, 0.1, -0.4], [0.3, 0.0, 0.1], [0.0, 0.0, 0.0], [0.4, 0.1, 0.0], [-0.1, -0.1, -0.4], [-0.2, 0.2, 0.2], [-0.1, -0.3, 0.1], [-0.2, -0.1, 0.0], [-0.1, 0.0, -0.4], [0.1, -0.5, 0.0], [-0.1, 0.4, 0.2], [0.3, 0.0, 0.0], [0.2, 0.1, -0.2], [-0.2, -0.1, -0.7], [-0.2, 0.3, 0.0], [0.3, 0.0, 0.1], [-0.1, -0.1, 0.3], [0.1, 0.0, -0.2], [-0.1, -0.3, -0.2], [-0.2, 0.3, -0.1], [0.4, 0.0, 0.0], [-0.1, -0.1, 0.3], [0.0, 0.1, 0.0], [0.1, 0.1, 0.4], [0.2, 0.2, -0.3], [-0.4, 0.1, -0.2], [0.0, -0.3, 0.0], [0.2, 0.1, 0.2], [0.8, 1.7, 0.7], [0.4, 0.2, -0.3], [-0.3, 0.2, -0.1], [0.0, -0.3, 0.0], [0.0, 0.1, 0.0], [0.3, -0.2, -0.1], [-0.2, 0.1, -0.3], [-0.1, 0.2, 0.3], [-0.1, -0.3, 0.0], [0.1, -0.2, -0.1], [0.2, 0.4, 0.0], [-0.1, -0.1, 0.4], [-0.2, -0.1, -0.4], [-0.3, 0.1, 0.0], [0.0, 0.1, 0.1], [0.4, -0.1, 0.0], [-0.4, 0.2, -0.9], [-0.1, 0.2, 0.3], [-0.1, -0.3, 0.0], [-0.1, 0.0, 0.2], [0.1, -0.5, -0.2], [0.3, 0.3, 0.0], [-0.2, 0.1, 0.2], [-0.1, 0.1, -0.3], [0.0, 0.1, 0.0], [0.4, 0.1, 0.1], [-0.1, -0.1, -0.4], [-0.2, 0.2, 0.2], [0.0, -0.2, 0.2], [0.0, 0.0, 0.1], [-0.4, -0.1, -0.1], [0.1, -0.1, 0.3], [0.1, 0.4, -0.1], [0.2, -0.2, -0.2]],
  "lowdin_charge": [0.048, -0.283, -0.335, -0.300, -0.054, -0.044, 0.847, -0.386, -0.333, -0.277, 0.051, 0.033, -0.304, 0.080, 0.074, 0.098, 0.028, -0.106, -0.127, -0.187, -0.123, -0.257, -0.159, 0.056, -0.027, -0.104, -0.096, 0.097, -1.549, 0.560, 0.585, 0.743, -0.022, -1.578, 0.538, 0.548, 0.568, -0.021, -1.619, 0.575, 0.537, 0.534, -0.132, -1.588, 0.558, 0.521, 0.547, -0.080, -1.550, 0.566, 0.563, 0.732, -0.025, -1.501, 0.511, 0.543, 0.926, -0.022, -1.532, 0.552, 0.820, 0.587, -0.030, -1.601, 0.580, 0.525, 0.565, -0.070, -1.601, 0.567, 0.504, 0.570, -0.025, -1.569, 0.544, 0.545, 0.587, -0.026, -1.620, 0.557, 0.556, 0.560, -0.048, -1.592, 0.555, 0.519, 0.547, -0.028, -1.526, 0.713, 0.608, 0.579, -0.022, -1.600, 0.573, 0.570, 0.553, -0.047, -1.588, 0.568, 0.578, 0.575, -0.067, -1.591, 0.574, 0.743, 0.565, -0.048, -1.590, 0.525, 0.553, 0.592, -0.025, -1.624, 0.561, 0.539, 0.543, -0.082, -1.627, 0.554, 0.553, 0.558, -0.112],
  "homo_lumo_gap_ev": 6.577,
  "homo_ev": -9.391,
  "charge": 0
}



[2]
{
  "formula": "C4H4CeO",
  "method": "ωB97M-V/def2-TZVPD",
  "symbols": ["O", "C", "C", "C", "C", "H", "H", "H", "Ce", "H"],
  "xyz": [[-1.37156, -0.92429, -0.56280], [-0.11149, -0.80127, -0.28536], [0.41578, -0.68673, 0.96961], [1.49410, 0.19581, 1.25359], [2.16648, 1.20175, 1.42943], [0.55484, -0.55538, -1.13032], [-0.13205, -1.12210, 1.81007], [2.77887, 1.96319, 1.87953], [-3.31629, -0.37095, -2.10858], [-2.47868, 1.09997, -3.25517]],
  "forces_ev_per_a": [[-4.4, -0.4, -2.5], [2.3, 1.6, 0.3], [-0.8, -0.6, -0.2], [0.7, 1.3, -0.3], [-0.5, -1.5, 0.6], [-0.3, 0.0, 0.2], [0.0, 0.5, -0.1], [-0.1, -0.2, -0.5], [3.6, -0.2, 2.0], [-0.5, -0.6, 0.4]],
  "lowdin_charge": [-0.357, -0.316, -0.107, -0.147, 0.121, 0.127, 0.113, 0.035, 1.736, -0.206],
  "homo_lumo_gap_ev": [4.115, 4.387],
  "homo_ev": [-10.261, -10.507],
  "multiplicity": 2,
  "charge": 1,
  "relative_energy_ev": 1.1214
}



[3]
{
  "formula": "C3H3N3O",
  "method": "ωB97M-V/def2-TZVPD",
  "symbols": ["N", "C", "N", "N", "O", "C", "C", "H", "H", "H"],
  "xyz": [[2.03672, -0.18642, 0.50735], [0.96235, -0.63907, 0.17526], [0.70112, 2.29378, -0.76716], [-0.33967, 2.63571, -0.65291], [-1.53038, 0.45207, 0.99937], [-1.45344, -0.59910, 0.39612], [-0.20974, -1.20184, -0.09217], [2.45294, 0.54216, -0.06916], [-2.36162, -1.19095, 0.16352], [-0.23182, -2.11113, -0.68279]],
  "forces_ev_per_a": [[-0.7, -0.3, -0.2], [0.5, 0.2, 0.1], [-1.8, 0.6, 0.2], [1.8, -0.5, -0.2], [0.0, -0.4, -0.2], [0.0, 0.3, 0.2], [0.1, 0.0, 0.0], [0.0, -0.1, 0.0], [0.1, 0.1, 0.0], [0.0, 0.1, 0.1]],
  "lowdin_charge": [0.185, -0.176, 0.034, 0.063, -0.007, -0.309, -0.074, 0.068, 0.115, 0.101],
  "homo_lumo_gap_ev": 10.191,
  "homo_ev": -9.679,
  "charge": 0,
  "relative_energy_ev": 0.7816
}



[4]
{
  "formula": "C17H12BF5O",
  "method": "ωB97M-V/def2-TZVPD",
  "symbols": ["F", "C", "C", "C", "C", "C", "C", "C", "C", "C", "C", "C", "F", "C", "C", "H", "H", "H", "H", "H", "H", "H", "H", "H", "F", "B", "F", "F", "C", "C", "O", "C", "C", "H", "H", "H"],
  "xyz": [[1.77138, -2.14482, 4.65497], [2.04042, -1.54070, 3.44758], [3.33788, -1.07974, 3.22444], [3.57777, -0.37950, 2.02892], [2.57059, -0.21771, 1.09142], [1.26528, -0.75146, 1.29723], [0.38243, -0.61204, 0.19134], [-0.95015, -1.08378, 0.09852], [-1.48592, -1.26700, -1.21083], [-2.71089, -1.87663, -1.41317], [-3.43181, -2.38861, -0.32408], [-2.95245, -2.12284, 0.95420], [-3.67572, -2.59292, 2.03318], [-1.77556, -1.42978, 1.20676], [1.01509, -1.44214, 2.52328], [4.12500, -1.25611, 3.95056], [4.56345, 0.05636, 1.84251], [2.76270, 0.30292, 0.15313], [0.90603, -0.51062, -0.75436], [-0.88358, -0.95203, -2.06242], [-3.11107, -1.96102, -2.42385], [-4.34332, -2.96404, -0.46757], [-1.49756, -1.22100, 2.22594], [0.07943, -1.94996, 2.73700], [-1.15425, 4.84587, -2.18017], [-1.20524, 3.86873, -1.18796], [-0.56374, 4.18985, 0.00559], [-2.44837, 3.26631, -1.04182], [-0.27505, 2.65339, -1.85622], [0.49887, 1.66989, -1.25224], [1.21643, 0.98008, -2.21058], [0.85942, 1.50551, -3.42999], [-0.04542, 2.53281, -3.26908], [0.70935, 1.56128, -0.19419], [1.31569, 1.15760, -4.34911], [-0.48712, 3.15385, -4.03892]],
  "forces_ev_per_a": [[0.3, 0.4, -1.3], [-0.2, -0.4, 0.7], [-0.4, 0.4, -0.7], [0.2, -0.1, 0.4], [-0.4, -0.3, 0.0], [1.1, 0.3, 1.0], [-0.1, -1.6, -0.4], [-1.3, 0.1, -0.2], [0.4, 0.0, 0.2], [-0.1, -0.2, 0.1], [0.4, 0.4, -0.2], [-0.2, -0.2, 1.0], [0.7, 0.6, -1.1], [-0.2, -0.5, -0.7], [0.3, 0.3, -0.2], [-0.2, 0.1, 0.0], [-0.4, -0.3, 0.1], [0.0, -0.1, 0.3], [-0.3, 0.2, 0.1], [-0.2, 0.1, 0.2], [0.2, -0.1, 0.3], [0.1, 0.2, 0.1], [-0.2, 0.1, 0.0], [0.4, 0.2, 0.0], [-0.6, 0.9, 0.4], [1.6, -2.1, -1.1], [-0.5, 0.7, 0.5], [-0.9, 0.6, 0.5], [0.3, -0.4, 0.4], [-0.9, 1.8, -1.1], [0.4, -0.6, -0.4], [-0.9, 1.2, 0.3], [0.9, -1.3, 0.6], [0.4, 0.1, -0.4], [0.2, -0.4, 0.5], [0.2, -0.1, 0.1]],
  "lowdin_charge": [0.050, -0.222, 0.041, -0.034, 0.008, -0.161, 0.083, -0.162, 0.025, -0.030, 0.042, -0.212, 0.045, 0.081, 0.083, 0.130, 0.122, 0.126, 0.106, 0.130, 0.123, 0.132, 0.116, 0.113, 0.104, -1.088, 0.105, 0.105, -0.018, -0.103, -0.085, -0.094, -0.003, 0.111, 0.114, 0.118],
  "homo_lumo_gap_ev": 4.524,
  "homo_ev": -8.102,
  "charge": 0,
  "relative_energy_ev": 0.4565
}



[5]
{
  "formula": "C13H19FN2O5S3",
  "method": "ωB97M-V/def2-TZVPD",
  "symbols": ["C", "C", "N", "C", "C", "C", "S", "S", "C", "C", "C", "C", "O", "C", "O", "O", "C", "S", "C", "O", "N", "C", "O", "F", "H", "H", "H", "H", "H", "H", "H", "H", "H", "H", "H", "H", "H", "H", "H", "H", "H", "H", "H"],
  "xyz": [[-0.80488, 2.92477, -0.67446], [-1.50225, 2.01280, -1.69285], [-1.91754, 0.68069, -1.18025], [-1.87157, -0.35551, -2.23372], [-0.44443, -0.59391, -2.75104], [-3.17135, 0.77807, -0.54941], [-4.61751, 0.63673, -1.25960], [-3.05419, 1.09235, 1.20635], [-2.35690, -0.52113, 1.68019], [-0.87994, -0.59189, 2.11029], [-0.10046, -1.60272, 1.26307], [1.38158, -1.73302, 1.62277], [1.73701, -3.12372, 1.38192], [1.95282, -3.22737, 0.05297], [1.94190, -4.21484, -0.58973], [2.20614, -1.97576, -0.47355], [2.41462, -1.12366, 0.64100], [4.12888, -1.40154, 1.25512], [2.14379, 0.33001, 0.25742], [1.30554, 0.60945, -0.53299], [2.99324, 1.31584, 0.90370], [2.42338, 2.30081, 1.71180], [3.00319, 3.14271, 2.29429], [1.08543, 2.15969, 1.80432], [-1.30615, 3.88936, -0.58524], [0.23822, 3.08703, -0.94755], [-0.80325, 2.45201, 0.30511], [-2.38435, 2.52140, -2.10288], [-0.83560, 1.82473, -2.53186], [-2.55867, -0.12731, -3.05598], [-2.24350, -1.27667, -1.77843], [-0.37032, -0.36792, -3.81652], [-0.13089, -1.62681, -2.59714], [0.27049, 0.05524, -2.24326], [-2.99744, -0.86008, 2.49579], [-2.54878, -1.19340, 0.84082], [-0.42663, 0.39598, 2.05682], [-0.87071, -0.92714, 3.15240], [-0.24874, -1.37861, 0.20228], [-0.50376, -2.59852, 1.46983], [1.56251, -1.48796, 2.66958], [4.58074, -1.65114, 0.02135], [3.58032, 1.75096, 0.19726]],
  "forces_ev_per_a": [[0.0, -0.2, 0.1], [0.1, 0.3, 0.1], [-0.1, -0.3, -0.3], [0.0, -0.2, -0.1], [0.0, 0.3, -0.1], [0.1, 0.1, 0.2], [0.0, -0.1, -0.1], [-0.2, 0.1, 0.1], [0.1, -0.2, 0.0], [-0.1, -0.1, -0.1], [-0.1, 0.4, 0.3], [0.2, -0.4, -0.1], [-0.4, 0.1, -0.1], [0.1, 0.2, 0.0], [0.0, -0.3, -0.1], [0.0, 0.0, 0.2], [0.0, 0.1, 0.2], [-0.1, 0.1, 0.1], [0.1, -0.2, 0.2], [-0.1, 0.3, -0.2], [-0.8, 0.3, -0.3], [0.0, -0.4, -0.2], [0.1, 0.3, 0.0], [0.2, -0.2, 0.3], [0.0, 0.0, 0.0], [-0.1, 0.1, 0.0], [-0.1, 0.1, 0.0], [0.0, -0.1, -0.1], [0.0, 0.0, 0.0], [0.1, 0.1, 0.0], [-0.1, 0.1, 0.0], [0.0, -0.1, 0.0], [0.0, 0.0, 0.0], [-0.2, -0.3, -0.1], [0.0, 0.0, -0.1], [0.0, 0.0, 0.1], [0.0, 0.0, 0.0], [0.3, 0.2, 0.0], [0.1, -0.1, 0.0], [-0.1, 0.1, -0.2], [0.2, -0.2, 0.0], [0.1, 0.0, 0.0], [0.5, -0.1, 0.4]],
  "lowdin_charge": [-0.086, -0.217, -0.223, -0.257, -0.077, -1.137, 0.725, 0.878, -0.447, -0.217, -0.118, -0.216, 0.051, -0.569, 0.203, 0.038, -0.606, 0.911, -0.351, 0.176, 0.148, -0.518, 0.186, 0.110, 0.077, 0.063, 0.020, 0.110, 0.107, 0.093, 0.105, 0.075, 0.073, 0.038, 0.072, 0.074, 0.082, 0.116, 0.118, 0.144, 0.167, -0.090, 0.166],
  "homo_lumo_gap_ev": 7.961,
  "homo_ev": -8.425,
  "charge": 0
}



Max |F| / eV/Å: 8.17; 5.07; 1.94; 2.88; 0.89